Entry 1:
ORCA calculation (ωB97M-V/def2-TZVPD) on a molecular structure, C27H18Br2NO4OsPS.

Geometry (Å):
Os -1.631 1.070 -0.136
Br -5.483 -2.470 0.912
Br -2.563 -5.413 -2.904
S -1.865 2.728 2.198
P 0.580 0.851 0.542
O -2.547 3.765 2.856
O -3.293 -0.380 0.190
O -2.191 1.283 2.337
O -1.853 2.894 0.658
N -1.541 -0.326 -1.705
C 0.806 2.012 1.905
C 2.136 2.219 2.200
C -1.357 -2.473 -3.577
C -2.279 -1.471 -1.592
C 0.476 -3.147 0.255
C -3.254 -1.441 -0.501
C -0.244 -3.532 1.377
C 4.196 1.090 -1.349
C 1.867 1.060 -0.687
C 2.599 2.450 -2.552
C -0.124 2.854 2.535
C 1.617 3.984 3.776
C -2.141 -2.607 -2.418
C 3.913 2.027 -2.324
C -0.682 -2.555 2.305
C 0.829 -1.823 0.030
C 0.393 -0.898 0.969
C -3.915 -3.728 -1.094
C 0.269 3.844 3.427
C 2.558 3.127 3.177
C 1.644 2.031 -1.654
C 3.191 0.604 -0.476
C -0.312 -1.261 2.125
C -0.759 -0.229 -2.835
C -2.890 -3.782 -2.079
C -4.110 -2.553 -0.340
C -0.658 -1.274 -3.778
H 4.714 2.488 -2.885
H 3.618 3.211 3.380
H 0.057 -1.130 -4.618
H -0.434 -4.554 1.553
H -1.206 -2.784 3.243
H -0.493 4.474 3.812
H 2.944 1.696 1.648
H -0.148 0.661 -2.953
H -4.442 -4.638 -0.795
H 5.210 0.752 -1.230
H 3.449 -0.058 0.338
H 1.864 4.769 4.451
H 2.381 3.207 -3.276
H 1.555 -1.553 -0.736
H -1.360 -3.257 -4.345
H 0.645 2.533 -1.705
H 0.924 -3.874 -0.423
H -0.659 -0.474 2.766

As for the expectation value of S²: 6.05. Its HOMO energy (alpha / beta) is -14.56 / -15.23 eV. The calculation puts the relative energy (zero: lowest compared OMol25 entry of this formula, charge and spin) at 0.0 kcal/mol. The spin multiplicity is 5. For the total energy, the calculation gives -200630.009 eV. The largest force on an atom comes out at 2.5 eV/A. The LUMO energy (alpha / beta) comes out at -7.4 / -9.0 eV. As for the net charge: +2.

Entry 2:
ORCA calculation (ωB97M-V/def2-TZVPD) on a molecular structure, C27H18Cl2MnN5O5.

Geometry (Å):
Mn 0.242 0.505 -0.338
Cl 0.663 0.104 -5.338
Cl -0.483 -5.064 -4.336
O 0.057 4.413 0.593
O -0.973 -0.552 6.325
O 0.508 2.456 -0.383
O 1.283 -0.778 6.306
O 0.475 0.378 -2.340
N 0.223 0.380 1.623
N -0.069 -1.512 -0.605
N -1.063 3.017 -2.557
N 2.261 0.290 0.048
N -1.781 0.688 0.066
C -0.315 -2.433 0.300
C -0.206 -3.449 -3.736
C 4.888 0.257 0.883
C 2.552 0.186 1.357
C -4.078 1.050 -0.443
C -0.268 -3.194 -2.348
C 3.862 0.160 1.808
C -0.535 -4.158 -1.348
C 0.189 -0.166 4.312
C -0.043 3.610 -0.328
C 0.263 -0.789 -2.822
C -0.839 4.066 -1.564
C -2.751 0.906 -0.819
C -2.092 0.616 1.377
C 0.306 -1.134 -4.174
C 3.247 0.396 -0.837
C 1.372 0.139 2.258
C -3.395 0.755 1.827
C -4.402 0.973 0.901
C -0.991 0.110 3.634
C 0.164 -0.535 5.822
C -0.036 -1.872 -1.919
C 0.074 -2.440 -4.617
C 4.580 0.382 -0.461
C -0.554 -3.777 -0.038
C 1.390 -0.141 3.613
C -0.939 0.376 2.275
H -1.910 0.075 4.204
H -0.333 -2.113 1.335
H -5.426 1.091 1.229
H -3.611 0.703 2.884
H 5.353 0.472 -1.212
H -0.282 4.925 -1.957
H 5.919 0.246 1.213
H 0.121 -2.646 -5.678
H -2.434 1.008 -1.848
H -4.831 1.233 -1.197
H -0.751 -4.491 0.750
H 2.293 -0.367 4.165
H 4.068 0.084 2.866
H 2.931 0.502 -1.868
H -1.789 4.458 -1.195
H -1.112 3.415 -3.487
H -0.716 -5.184 -1.636
H -0.275 2.373 -2.548

As for the expectation value of S²: 0.77. Its HOMO energy (alpha / beta) is -5.19 / -4.73 eV. The calculation puts the relative energy (zero: lowest compared OMol25 entry of this formula, charge and spin) at 0.0 kcal/mol. The spin multiplicity is 2. For the total energy, the calculation gives -102350.287 eV. The largest force on an atom comes out at 0.2 eV/A. The LUMO energy (alpha / beta) comes out at 1.9 / 1.8 eV. As for the net charge: -1.

Entry 3:
ORCA calculation (ωB97M-V/def2-TZVPD) on a molecular structure, C27H18Co2O10.

Geometry (Å):
Co -0.462 1.076 2.164
Co 0.999 -0.082 0.619
O -2.799 -0.515 1.497
O 1.570 -0.289 -2.357
O -3.017 -0.402 -1.198
O 0.129 -1.647 -3.347
O -0.528 -2.435 -0.150
O -2.104 -1.807 -2.652
O -0.476 3.877 1.375
O 3.549 -1.272 0.166
O 2.377 2.273 -0.378
O -1.952 1.739 4.539
C 2.178 2.206 2.798
C -1.241 -1.789 -3.808
C 1.239 -1.270 3.294
C 0.168 3.676 -2.264
C 0.232 2.293 -2.316
C -1.958 3.548 -1.132
C 1.982 -3.556 4.769
C -1.335 -3.172 -4.446
C 1.195 1.303 2.687
C -2.025 -0.684 -1.847
C -0.486 2.740 1.597
C 0.392 -0.591 -2.513
C 2.166 -1.174 4.352
C -1.821 0.092 1.571
C 0.896 -0.077 2.510
C 0.664 -2.529 3.020
C -1.922 2.166 -1.171
C -1.346 1.459 3.596
C -0.824 1.497 -1.784
C -0.754 0.062 -1.844
C -1.616 -0.657 -4.751
C 1.043 -3.662 3.738
C 2.537 -2.308 5.077
C 1.682 1.393 -0.094
C -0.943 4.308 -1.711
C 2.495 -0.825 0.318
C -0.052 -1.409 0.104
H 2.286 -4.446 5.323
H -1.027 -3.931 -3.719
H -0.975 -0.712 -5.638
H -1.001 5.396 -1.695
H -2.365 -3.362 -4.759
H 1.066 1.788 -2.807
H -0.673 -3.216 -5.314
H 0.603 -4.626 3.475
H 2.597 -0.197 4.584
H -2.660 -0.783 -5.062
H 3.216 1.897 2.968
H 3.271 -2.202 5.879
H 1.944 3.275 2.841
H -2.736 1.574 -0.750
H 1.001 4.255 -2.657
H -2.807 4.033 -0.651
H -1.490 0.325 -4.275
H -0.079 -2.624 2.229

Its HOMO energy is -0.32 eV. The spin multiplicity is 1. For the total energy, the calculation gives -124018.143 eV. The largest force on an atom comes out at 5.1 eV/A. The LUMO energy comes out at 4.8 eV. As for the net charge: -2.

Entry 4:
ORCA calculation (ωB97M-V/def2-TZVPD) on a molecular structure, C27H19AgBr2N5O.

Geometry (Å):
Ag 0.383 -0.815 -0.666
Br -4.129 -3.592 -1.343
Br -6.698 1.407 -1.044
O -1.600 -1.857 -1.065
N 1.281 -0.225 -2.898
N 0.998 -0.550 1.615
N 2.608 -0.567 -0.605
N 3.298 -0.233 -1.610
N -1.422 0.862 -0.812
C -2.645 0.294 -0.932
C -0.863 0.206 4.754
C 3.378 -0.532 -3.986
C -2.019 -0.533 4.549
C 4.578 -0.359 0.818
C -3.660 2.469 -0.764
C -2.663 -1.171 -1.063
C 2.968 -0.915 3.038
C 0.678 -0.306 -4.083
C 2.601 -0.349 -2.839
C 1.360 -0.494 -5.271
C 3.182 -0.504 0.638
C 4.316 -0.811 3.157
C 0.114 2.674 -0.494
C 0.062 -0.570 2.651
C -2.140 -1.277 3.379
C -3.824 1.073 -0.917
C 5.149 -0.486 2.048
C -5.071 0.414 -1.047
C 2.294 -0.650 1.780
C 2.746 -0.608 -5.209
C -1.288 2.154 -0.656
C -5.124 -0.943 -1.172
C -2.414 3.005 -0.631
C -1.122 -1.290 2.440
C 0.166 0.192 3.822
C -3.954 -1.712 -1.177
H 0.130 3.749 -0.315
H -2.280 4.072 -0.501
H 4.451 -0.615 -3.883
H 3.326 -0.759 -6.112
H 1.045 0.804 3.984
H -0.403 -0.212 -4.062
H 6.220 -0.397 2.175
H -2.821 -0.516 5.276
H 5.182 -0.187 -0.063
H -1.226 -1.848 1.516
H 0.824 -0.544 -6.208
H 0.703 2.453 -1.387
H 4.772 -1.004 4.122
H -0.761 0.814 5.646
H -6.080 -1.440 -1.267
H 2.368 -1.191 3.893
H -4.537 3.103 -0.746
H 0.600 2.164 0.341
H -3.041 -1.846 3.185

Its HOMO energy is -4.06 eV. The calculation puts the relative energy (zero: lowest compared OMol25 entry of this formula, charge and spin) at 0.0 kcal/mol. The spin multiplicity is 1. For the total energy, the calculation gives -181891.642 eV. The largest force on an atom comes out at 0.7 eV/A. The LUMO energy comes out at 2.2 eV. As for the net charge: -1.

Entry 5:
ORCA calculation (ωB97M-V/def2-TZVPD) on a molecular structure, C27H19BCoF4N5O2S2Se.

Geometry (Å):
Se -0.198 1.962 3.447
Co 0.251 0.834 0.314
S 3.274 -2.465 -1.359
S 0.487 0.470 -2.175
F 1.204 4.092 1.890
F 0.384 4.045 -0.317
F 1.689 2.328 0.515
F 2.642 4.306 0.090
O 2.695 -3.743 -1.034
O 4.566 -2.230 -0.790
N -1.813 1.288 0.144
N 1.581 -0.424 1.677
N -4.271 3.770 2.286
N 2.152 -1.290 -1.018
N -0.742 -1.034 0.681
C -3.515 2.662 -0.769
C 2.259 -1.346 -3.398
C -4.150 2.504 2.556
C 2.833 -0.194 2.083
C 3.795 -3.074 -4.073
C -4.349 1.594 -0.946
C 3.439 -2.851 -5.380
C -1.989 4.124 2.816
C -3.811 0.365 -0.673
C 1.213 -1.679 1.700
C 3.351 -2.485 2.464
C -0.138 -2.055 1.246
C 1.868 -1.093 -4.729
C -0.891 -3.257 1.526
C -2.897 1.917 2.950
C 3.785 -1.155 2.464
C 3.180 -2.321 -3.091
C -1.785 2.772 3.015
C -2.254 2.466 -0.300
C 1.647 -0.787 -2.134
C -2.555 0.221 -0.138
C -2.812 -2.253 0.426
C -2.012 -1.093 0.310
C -2.181 -3.279 1.087
C -3.243 4.593 2.428
C 2.048 -2.740 2.037
C 2.538 -1.847 -5.732
B 1.447 3.806 0.532
H -3.805 3.654 -1.142
H -2.825 0.878 3.135
H 4.580 -3.776 -3.791
H 4.752 -0.838 2.732
H 1.157 -0.344 -5.111
H 4.033 -3.344 2.636
H 1.745 -3.749 1.997
H -1.492 3.285 -0.158
H 3.974 -3.356 -6.176
H -5.322 1.668 -1.441
H -1.217 4.857 2.786
H 2.287 -1.631 -6.752
H -0.457 -4.127 2.030
H -5.017 1.848 2.298
H -2.706 -4.195 1.235
H -4.385 -0.508 -0.984
H -3.828 -2.300 0.064
H -3.387 5.650 2.014
H 3.191 0.905 1.999

As for the expectation value of S²: 6.01. Its HOMO energy (alpha / beta) is -8.59 / -8.55 eV. The spin multiplicity is 5. For the total energy, the calculation gives -176049.095 eV. The largest force on an atom comes out at 3.2 eV/A. The LUMO energy (alpha / beta) comes out at -0.9 / -2.2 eV.

Entry 6:
ORCA calculation (ωB97M-V/def2-TZVPD) on a molecular structure, C27H19Cl2CrN8O3.

Geometry (Å):
Cr -0.568 -0.137 0.430
Cl 2.850 -1.169 6.725
Cl 0.731 2.823 3.803
O -0.027 -1.819 1.151
O -0.054 0.696 2.036
O -4.200 2.727 -4.096
N -0.468 -1.598 -3.433
N -4.913 4.412 -5.305
N -1.426 1.633 -0.024
N -1.776 -1.710 -3.238
N -4.582 3.422 -6.139
N -0.959 -0.959 -1.360
N -2.847 3.202 0.477
N -1.751 3.828 0.070
C -2.070 -1.332 -1.988
C -4.885 6.014 -0.405
C -3.596 0.840 -7.217
C -5.294 6.665 -1.561
C 1.019 1.149 4.071
C -4.160 2.426 -5.417
C 0.005 -1.155 -2.303
C -3.175 -0.417 -7.607
C -2.659 1.885 0.410
C -4.048 3.929 0.777
C 0.813 -1.149 3.275
C -2.858 -1.382 -6.662
C 1.700 0.719 5.180
C -0.908 2.877 -0.216
C -3.409 0.151 -4.907
C -2.674 -2.164 -4.270
C 0.562 0.248 3.067
C 1.490 -1.572 4.440
C -4.839 4.695 -2.843
C 1.942 -0.654 5.356
C -4.686 3.995 -4.096
C -5.280 6.017 -2.782
C -4.494 4.683 -0.456
C -2.976 -1.102 -5.306
C 0.427 -2.094 2.290
C -3.709 1.126 -5.857
C -4.477 4.029 -1.676
H -2.217 -3.029 -4.751
H 0.533 -3.157 2.541
H -3.099 -0.656 -8.656
H -5.606 7.697 -1.505
H -4.804 3.205 1.088
H -3.404 1.151 0.655
H 2.063 1.432 5.906
H -4.857 6.550 0.531
H -3.529 0.387 -3.858
H -3.834 1.605 -7.940
H -5.603 6.513 -3.683
H -4.153 3.000 -1.746
H 0.079 3.070 -0.583
H 1.680 -2.624 4.582
H -3.601 -2.479 -3.784
H -3.848 4.616 1.602
H 1.049 -0.982 -2.132
H -2.530 -2.359 -6.983
H -3.054 -1.368 -1.563

As for the expectation value of S²: 6.01. Its HOMO energy (alpha / beta) is -10.78 / -10.85 eV. The spin multiplicity is 5. For the total energy, the calculation gives -99833.212 eV. The largest force on an atom comes out at 1.8 eV/A. The LUMO energy (alpha / beta) comes out at -3.3 / -3.5 eV. As for the net charge: +1.

Entry 7:
ORCA calculation (ωB97M-V/def2-TZVPD) on a molecular structure, C27H19HgI2NOP.

Geometry (Å):
Hg -1.673 -0.415 -1.729
I -7.178 3.585 2.190
I -2.025 1.075 4.006
P 1.203 -1.315 -0.881
O -1.756 0.814 0.882
N -3.078 2.055 -1.146
C -5.314 2.708 1.679
C 1.038 -1.281 3.235
C 4.185 -3.762 -2.229
C -5.519 3.265 -0.747
C -0.168 -1.931 3.445
C -4.847 2.696 0.349
C 2.961 1.665 -2.975
C 2.617 -2.498 -0.906
C -3.589 2.088 0.082
C -4.529 2.225 2.704
C 3.047 -3.179 0.229
C 4.620 -4.421 -1.091
C 4.050 -4.126 0.134
C -4.930 3.277 -1.986
C -3.307 1.644 2.442
C 3.194 2.670 -2.049
C 1.477 -1.016 1.950
C -3.698 2.637 -2.144
C -0.515 -2.049 1.085
C 2.352 0.492 -2.574
C 1.991 0.295 -1.241
C -0.952 -2.310 2.369
C 2.172 1.329 -0.329
C 3.186 -2.813 -2.139
C 0.695 -1.400 0.864
C -2.794 1.450 1.131
C 2.782 2.504 -0.738
H 2.142 -0.276 -3.307
H -6.497 3.692 -0.587
H 2.600 -2.974 1.190
H -1.108 -2.373 0.234
H 1.646 -0.985 4.080
H 5.394 -5.170 -1.160
H 1.825 1.233 0.688
H 4.624 -3.996 -3.187
H 3.676 3.588 -2.354
H 3.260 1.797 -4.005
H 2.429 -0.523 1.799
H -5.400 3.745 -2.836
H -1.897 -2.807 2.528
H -0.501 -2.138 4.449
H 4.389 -4.636 1.025
H -4.863 2.296 3.727
H 2.947 3.294 -0.020
H 2.830 -2.323 -3.034
H -3.197 2.597 -3.103

As for the expectation value of S²: 0.80. Its HOMO energy (alpha / beta) is -6.87 / -6.85 eV. The calculation puts the relative energy (zero: lowest compared OMol25 entry of this formula, charge and spin) at 13.1 kcal/mol. The spin multiplicity is 2. For the total energy, the calculation gives -61508.538 eV. The largest force on an atom comes out at 1.5 eV/A. The LUMO energy (alpha / beta) comes out at -0.3 / -2.6 eV.

Entry 8:
ORCA calculation (ωB97M-V/def2-TZVPD) on a molecular structure, C27H20AgN5O4.

Geometry (Å):
Ag 3.155 0.952 1.543
O -0.967 -0.400 0.021
O 4.952 -0.181 2.558
O 1.163 0.005 0.534
O 5.827 -0.960 4.476
N 4.240 5.311 0.201
N 3.630 3.047 0.941
N 4.091 6.208 -2.100
N -1.684 0.002 -2.443
N 2.471 -0.164 3.744
C 3.449 -0.765 5.840
C -3.103 -1.817 -3.039
C 4.139 5.734 -1.039
C 0.278 1.007 -1.442
C 0.546 2.711 -3.641
C 0.103 0.073 3.533
C -0.224 -0.414 6.272
C 4.908 -0.532 3.757
C 1.417 2.835 -2.566
C -2.982 -2.833 -5.226
C 1.077 -0.437 5.716
C -3.561 -2.755 -3.959
C 1.242 -0.172 4.338
C -0.458 1.758 -3.618
C -1.142 0.076 4.097
C -3.683 -1.703 -1.654
C 2.244 -0.730 6.466
C -4.678 -3.709 -3.611
C -2.057 -0.930 -3.393
C 1.270 1.982 -1.482
C -1.309 -0.159 5.480
C 0.153 0.133 -0.194
C -1.476 -1.041 -4.660
C 3.894 4.102 0.531
C 3.525 -0.467 4.452
C -0.603 0.897 -2.529
C -1.941 -1.985 -5.561
H -1.174 1.703 -4.429
H -1.761 -0.297 -1.459
H 0.256 0.206 2.467
H -5.589 -3.180 -3.322
H -2.007 0.246 3.468
H -2.916 -1.856 -0.890
H -0.343 -0.609 7.332
H 2.152 -0.935 7.529
H 0.634 3.379 -4.490
H -2.304 -0.148 5.911
H -3.344 -3.567 -5.938
H -0.644 -0.408 -4.926
H 4.373 -1.004 6.344
H -4.482 -2.420 -1.481
H -4.081 -0.698 -1.483
H -1.473 -2.060 -6.536
H -4.914 -4.342 -4.467
H 1.931 2.076 -0.633
H -4.406 -4.360 -2.777
H 2.185 3.598 -2.563

Its HOMO energy is -3.02 eV. The spin multiplicity is 1. For the total energy, the calculation gives -47967.658 eV. The largest force on an atom comes out at 0.2 eV/A. The LUMO energy comes out at 4.1 eV. As for the net charge: -2.